A cluster of 6 separate species, C48H104F2N7O4PSi in total in a non-equilibrium geometry. Source: the Open Molecules 2025 dataset; level of theory: ωB97M-V/def2-TZVPD.

Positions of all 167 atoms, in Å:
1 C -4.754 -2.782 0.276
2 C -6.074 -1.792 0.548
3 O -5.614 -0.770 1.498
4 P -6.377 0.774 1.244
5 N -5.542 1.056 -0.326
6 C -8.167 0.012 1.368
7 C -9.311 1.111 1.777
8 C -10.769 0.481 2.188
9 C -10.835 -1.155 2.233
10 O -10.682 -1.992 1.203
11 O -11.060 -1.765 3.586
12 O -6.995 2.397 1.116
13 C -6.120 3.259 0.293
14 N -5.262 4.179 -0.098
15 C -5.633 1.306 2.965
16 F -6.599 2.351 3.475
17 F -5.683 0.206 3.969
18 C -4.185 2.058 2.843
19 C -3.002 1.199 2.108
20 Si -1.902 0.139 3.282
21 C -2.685 -1.547 3.819
22 C -1.193 1.167 4.797
23 C -0.314 -0.340 2.229
24 C 1.042 -1.013 2.856
25 C 2.310 -1.380 1.852
26 C 2.255 -1.103 0.215
27 C 0.888 -0.463 -0.441
28 C -0.371 -0.072 0.587
29 H -4.953 -3.597 -0.540
30 H -4.486 -3.289 1.322
31 H -3.807 -2.100 0.027
32 H -6.547 -1.381 -0.440
33 H -6.883 -2.477 1.062
34 H -6.165 0.866 -1.142
35 H -4.720 0.428 -0.454
36 H -8.517 -0.466 0.337
37 H -8.069 -0.808 2.230
38 H -9.506 1.769 0.800
39 H -8.973 1.785 2.702
40 H -11.139 0.945 3.201
41 H -11.566 0.824 1.368
42 H -10.536 -2.614 3.677
43 H -3.812 2.245 3.962
44 H -4.262 3.153 2.373
45 H -3.351 0.500 1.238
46 H -2.272 1.999 1.605
47 H -3.855 -1.576 3.797
48 H -2.327 -2.453 3.128
49 H -2.357 -1.789 4.921
50 H -0.921 2.237 4.378
51 H -1.942 1.205 5.696
52 H -0.167 0.653 5.119
53 H 1.130 -1.252 3.997
54 H 3.330 -1.849 2.257
55 H 3.172 -1.354 -0.491
56 H 0.753 -0.259 -1.610
57 H -1.325 0.382 0.034
58 C 7.443 3.371 -3.173
59 C 5.976 3.022 -2.931
60 N 5.770 1.698 -2.338
61 C 4.370 1.261 -2.370
62 C 3.362 2.064 -1.553
63 C 6.478 1.430 -1.085
64 C 6.206 2.360 0.094
65 H 7.935 2.610 -3.787
66 H 7.514 4.327 -3.703
67 H 7.997 3.477 -2.236
68 H 5.479 3.053 -3.909
69 H 5.523 3.811 -2.324
70 H 4.310 0.208 -2.066
71 H 4.037 1.267 -3.416
72 H 3.451 1.857 -0.485
73 H 2.345 1.782 -1.846
74 H 3.458 3.141 -1.713
75 H 7.554 1.446 -1.287
76 H 6.282 0.397 -0.768
77 H 6.204 3.415 -0.193
78 H 6.989 2.232 0.849
79 H 5.257 2.128 0.582
80 C -10.371 -0.920 -2.563
81 C -9.953 0.292 -3.392
82 N -8.556 0.258 -3.834
83 C -8.090 1.537 -4.379
84 C -8.749 2.039 -5.660
85 C -8.142 -0.928 -4.585
86 C -8.897 -1.250 -5.871
87 H -9.713 -1.055 -1.699
88 H -11.391 -0.780 -2.190
89 H -10.366 -1.840 -3.154
90 H -10.102 1.175 -2.757
91 H -10.641 0.394 -4.236
92 H -7.005 1.492 -4.535
93 H -8.227 2.305 -3.607
94 H -8.403 1.487 -6.536
95 H -8.481 3.089 -5.823
96 H -9.840 1.986 -5.619
97 H -8.214 -1.798 -3.924
98 H -7.071 -0.858 -4.817
99 H -9.981 -1.157 -5.758
100 H -8.690 -2.284 -6.168
101 H -8.577 -0.615 -6.699
102 C 4.980 -5.762 -5.584
103 C 3.859 -4.805 -5.184
104 N 3.915 -4.375 -3.785
105 C 2.696 -3.691 -3.340
106 C 2.353 -2.360 -4.001
107 C 5.169 -3.761 -3.343
108 C 5.647 -2.517 -4.085
109 H 5.004 -6.639 -4.928
110 H 4.819 -6.114 -6.608
111 H 5.960 -5.277 -5.557
112 H 2.915 -5.337 -5.353
113 H 3.866 -3.952 -5.869
114 H 2.736 -3.545 -2.253
115 H 1.850 -4.373 -3.496
116 H 2.992 -1.552 -3.640
117 H 1.323 -2.082 -3.753
118 H 2.423 -2.403 -5.091
119 H 5.961 -4.516 -3.402
120 H 5.104 -3.527 -2.273
121 H 5.564 -2.615 -5.171
122 H 6.704 -2.338 -3.856
123 H 5.102 -1.624 -3.772
124 C 1.129 6.212 3.237
125 C 2.568 6.158 3.745
126 N 3.266 4.911 3.424
127 C 4.532 4.753 4.147
128 C 5.646 5.752 3.845
129 C 3.305 4.534 2.009
130 C 3.937 5.521 1.032
131 H 0.548 5.359 3.601
132 H 0.643 7.126 3.595
133 H 1.082 6.227 2.144
134 H 2.522 6.267 4.836
135 H 3.107 7.031 3.365
136 H 4.918 3.738 3.989
137 H 4.317 4.804 5.222
138 H 6.118 5.552 2.882
139 H 6.430 5.666 4.605
140 H 5.294 6.786 3.857
141 H 2.281 4.337 1.677
142 H 3.810 3.565 1.903
143 H 3.613 6.551 1.204
144 H 3.648 5.258 0.009
145 H 5.028 5.487 1.070
146 C 6.910 -2.119 1.194
147 C 7.814 -2.800 2.219
148 N 7.087 -3.518 3.270
149 C 7.942 -3.924 4.390
150 C 9.043 -4.941 4.104
151 C 6.126 -4.527 2.821
152 C 6.650 -5.666 1.952
153 H 6.200 -1.443 1.680
154 H 7.516 -1.527 0.500
155 H 6.350 -2.845 0.597
156 H 8.417 -2.009 2.682
157 H 8.511 -3.457 1.690
158 H 7.315 -4.304 5.207
159 H 8.414 -3.022 4.800
160 H 8.642 -5.949 3.985
161 H 9.738 -4.976 4.951
162 H 9.627 -4.686 3.216
163 H 5.327 -4.020 2.270
164 H 5.615 -4.957 3.693
165 H 7.323 -5.320 1.164
166 H 5.808 -6.168 1.462
167 H 7.166 -6.424 2.546

Values from the calculation:
* SMILES: CCOP(N)(CCCC(=O)O)(OC#N)C(F)(F)CC[Si](C)(C)c1ccccc1.CCN(CC)CC.CCN(CC)CC.CCN(CC)CC.CCN(CC)CC.CCN(CC)CC
* orbital gap: 8.17 eV
* strongest force on any atom: 0.2295 hartree/bohr
* LUMO level: 0.2 eV
* HOMO level: -8.0 eV
* molecular weight: 940.46 g mol⁻¹
* total energy: -3405.520576 a.u.

Results of the Löwdin charge analysis, in e, for atoms 1 through 99: -0.087 -0.302 -0.401 0.844 -0.052 -0.198 -0.208 -0.100 -0.273 -0.038 -0.028 -0.308 -0.235 0.081 -0.277 -0.080 -0.043 -0.144 -0.279 0.539 -0.214 -0.220 -0.210 -0.061 -0.057 -0.075 -0.071 -0.062 0.080 0.088 0.081 0.106 0.127 0.078 0.063 0.106 0.127 0.128 0.127 0.127 0.137 0.120 0.128 0.133 0.053 0.109 0.030 0.058 0.047 0.051 0.046 0.047 0.082 0.076 0.071 0.084 0.074 -0.093 -0.267 -0.181 -0.254 -0.088 -0.243 -0.084 0.079 0.073 0.063 0.118 0.093 0.085 0.110 0.053 0.059 0.063 0.102 0.102 0.063 0.076 0.047 -0.084 -0.269 -0.196 -0.257 -0.091 -0.254 -0.088 0.058 0.078 0.068 0.115 0.096 0.111 0.107 0.056 0.074 0.069 0.099 0.114 0.070